[1]
# C34H74Cl2F12N2O22S4Zn

C34H74Cl2F12N2O22S4Zn as an isolated structure (ωB97M-V with the def2-TZVPD basis set, OMol25).

Computed properties:
gap between HOMO and LUMO	9.6	eV
calculated total energy	-233886.5680	eV
E_LUMO	0.1	eV
maximum force	3.70	eV/Å

XYZ file:
```
151
Properties=species:S:1:pos:R:3:forces:R:3
Zn 2.054 1.135 -1.127 -0.4 0.5 -0.6
C -0.929 1.005 1.690 0.6 -0.9 -0.3
F -1.421 2.028 1.023 0.0 0.5 0.3
F -1.155 1.093 2.984 -0.1 0.4 0.1
F -1.536 -0.087 1.227 0.4 0.1 0.0
S 0.992 0.959 1.467 -0.5 -0.1 -1.0
O 1.367 2.223 0.872 -0.3 -0.3 -0.2
O 1.522 0.625 2.744 0.0 -0.2 -0.4
N 1.289 -0.121 0.161 -1.4 0.5 3.0
S 1.297 -1.639 0.689 1.4 -1.9 -0.4
O 2.603 -2.234 0.539 -0.5 0.3 -0.4
O 0.630 -1.824 1.937 -0.4 0.3 -0.2
C 0.232 -2.531 -0.574 0.0 0.9 1.2
F -0.981 -2.007 -0.563 -0.5 0.5 -0.4
F 0.750 -2.431 -1.787 0.3 -0.3 -0.3
F 0.086 -3.782 -0.205 0.6 -0.8 -0.1
C 4.309 2.927 -4.299 -0.7 0.5 0.2
F 5.286 3.106 -3.447 0.5 -0.2 0.4
F 4.448 3.739 -5.317 0.0 0.6 -0.4
F 4.336 1.695 -4.767 0.0 -0.7 0.1
S 2.605 3.286 -3.525 -2.6 -0.5 -0.3
O 2.277 4.672 -3.777 0.8 -1.5 0.3
O 1.694 2.309 -4.084 1.1 0.2 0.1
N 2.683 2.856 -1.851 0.9 2.4 -2.5
S 3.283 4.180 -1.139 1.3 2.1 2.8
O 3.843 3.895 0.159 -1.0 -0.7 -0.5
O 4.150 4.986 -1.948 -0.4 -0.4 -0.6
C 1.761 5.323 -0.781 -0.4 -1.5 -0.8
F 0.749 5.068 -1.640 0.3 0.1 0.1
F 1.306 4.981 0.420 0.2 0.6 0.2
F 2.050 6.603 -0.877 0.3 -0.2 0.4
C -4.573 -6.236 6.267 0.1 -0.3 0.6
O -3.766 -5.176 5.831 0.2 -0.3 -0.3
C -3.284 -5.365 4.493 -1.1 0.7 1.1
C -2.285 -4.279 4.225 0.8 -0.1 -0.3
O -2.902 -3.029 4.149 -1.2 0.3 0.2
C -2.103 -2.024 3.573 0.8 -1.2 -0.3
H -4.909 -5.995 7.275 0.0 0.1 0.0
H -3.993 -7.165 6.334 0.0 -0.1 -0.1
H -5.471 -6.443 5.675 0.1 0.3 -0.4
H -4.174 -5.233 3.868 0.3 -0.2 -0.5
H -2.869 -6.369 4.380 0.2 0.0 -0.1
H -1.753 -4.536 3.297 -0.1 0.2 -0.2
H -1.524 -4.257 5.016 0.0 -0.2 0.1
H -1.921 -2.317 2.531 0.2 0.3 0.0
H -1.134 -2.024 4.089 0.0 0.4 -0.1
H -2.563 -1.043 3.602 -0.3 -0.1 0.3
C 2.548 -0.660 -3.904 0.5 -0.8 -1.0
O 2.899 0.050 -2.728 0.4 -0.3 1.0
C 4.128 -0.472 -2.172 0.5 -1.1 -0.2
C 4.763 0.449 -1.171 1.1 0.8 -0.2
O 3.921 0.713 -0.063 -0.5 0.3 -0.8
C 4.614 1.077 1.112 1.9 -0.7 1.1
H 2.445 -1.736 -3.728 0.0 0.1 0.4
H 3.374 -0.544 -4.611 -0.1 0.0 0.0
H 1.643 -0.317 -4.390 0.0 0.5 0.4
H 4.799 -0.705 -3.002 0.3 0.6 0.0
H 4.055 -1.464 -1.706 -1.0 0.1 0.1
H 5.083 1.380 -1.655 -0.3 0.2 0.1
H 5.704 0.027 -0.802 -0.1 -0.5 -0.1
H 4.041 1.570 1.891 -0.6 0.1 -0.5
H 5.525 1.663 0.945 -0.5 0.6 -0.6
H 5.067 0.165 1.531 -0.5 -0.2 0.1
C -0.686 -4.823 -3.336 0.7 0.4 0.4
O -0.597 -6.191 -3.606 -0.7 -0.2 -0.5
C 0.120 -6.945 -2.648 -0.1 1.1 0.1
C 0.290 -8.363 -3.138 -0.4 0.4 0.4
O 1.445 -8.432 -3.914 1.0 0.2 -0.2
C 1.746 -9.718 -4.439 -1.4 0.4 0.6
H 0.313 -4.379 -3.393 0.1 0.1 0.0
H -1.071 -4.588 -2.338 -0.1 -0.3 0.1
H -1.320 -4.284 -4.037 -0.1 -0.5 -0.3
H -0.387 -6.863 -1.677 -0.3 -0.4 -0.1
H 1.088 -6.460 -2.458 0.2 -0.3 -0.2
H -0.583 -8.648 -3.738 -0.1 0.0 0.1
H 0.293 -8.970 -2.222 0.4 -0.5 -0.3
H 1.931 -10.389 -3.596 0.2 -0.3 -0.3
H 2.576 -9.655 -5.133 0.1 0.1 0.1
H 0.838 -10.040 -4.965 0.3 -0.4 -0.2
C -0.435 0.354 -2.913 -0.2 -0.7 -0.3
O 0.000 1.344 -1.994 -0.4 0.2 -0.1
C -0.969 2.364 -1.840 -0.7 1.8 0.2
C -1.292 3.195 -3.067 0.5 0.3 -1.3
O -2.026 2.512 -4.070 0.2 -0.2 0.0
C -3.399 2.277 -3.815 0.2 0.5 0.8
H 0.119 -0.547 -2.661 -0.2 0.0 -0.2
H -0.295 0.626 -3.961 0.3 0.3 0.2
H -1.513 0.176 -2.832 0.1 0.0 0.3
H -0.627 3.092 -1.105 0.4 -0.3 0.1
H -1.929 2.003 -1.458 0.2 -0.7 0.1
H -0.391 3.530 -3.586 0.2 -0.3 0.2
H -1.754 4.160 -2.827 -0.4 -0.3 0.6
H -3.650 1.336 -4.296 -0.3 0.3 -0.1
H -3.993 3.144 -4.125 -0.1 -0.2 -0.4
H -3.600 2.194 -2.739 0.1 -0.3 -0.1
C -4.039 -1.472 -1.586 0.2 -0.3 -0.3
O -4.523 -0.681 -2.650 -0.5 0.6 0.4
C -4.795 -1.336 -3.863 0.3 -0.1 -0.1
C -3.550 -1.744 -4.639 -0.5 0.5 0.5
O -3.069 -0.598 -5.326 0.1 -0.8 -0.1
C -1.999 -0.957 -6.152 1.3 0.1 -0.5
H -4.439 -1.203 -0.607 -0.3 0.5 -0.3
H -2.960 -1.322 -1.546 0.1 -0.5 0.2
H -4.325 -2.520 -1.723 0.3 -0.1 -0.1
H -5.334 -0.616 -4.477 -0.2 0.0 0.0
H -5.428 -2.215 -3.701 0.0 0.0 0.1
H -3.822 -2.556 -5.319 0.2 0.0 -0.3
H -2.799 -2.113 -3.930 0.2 -0.1 -0.1
H -1.621 -0.095 -6.703 -0.4 0.2 0.1
H -2.212 -1.750 -6.879 -0.5 0.1 0.0
H -1.112 -1.327 -5.613 -0.2 0.0 0.4
C -4.103 6.963 6.866 0.1 1.2 0.0
O -4.745 6.530 5.689 0.6 -0.7 0.3
C -5.152 5.185 5.827 -1.6 -0.2 -0.3
C -5.404 4.528 4.466 0.8 0.1 0.7
O -4.175 4.455 3.775 -0.2 0.1 -1.0
C -3.471 3.246 3.861 -0.6 -0.5 0.1
H -4.695 6.830 7.777 -0.2 -0.2 -0.1
H -3.956 8.039 6.749 0.0 0.0 0.0
H -3.109 6.539 7.038 -0.1 -0.4 -0.2
H -6.109 5.193 6.374 0.0 -0.1 0.1
H -4.485 4.561 6.428 0.4 0.2 -0.2
H -6.119 5.073 3.850 0.1 0.3 0.1
H -5.824 3.527 4.618 0.0 0.0 0.1
H -2.800 3.164 3.008 0.5 0.5 0.3
H -4.115 2.364 3.718 -0.3 0.2 0.3
H -2.998 3.162 4.843 0.4 -0.2 -0.2
C -0.809 5.700 4.451 -0.8 0.3 0.3
O 0.265 4.843 4.708 0.2 0.0 0.6
C 1.222 4.807 3.669 -0.4 -0.6 0.0
C 2.263 3.750 4.058 0.4 0.2 -0.3
O 3.420 3.723 3.237 -0.1 0.3 -0.3
C 4.261 4.838 3.417 0.4 0.0 -0.9
H -0.514 6.749 4.351 0.3 -0.1 -0.5
H -1.506 5.724 5.294 0.3 -0.4 0.2
H -1.434 5.356 3.620 0.3 0.2 -0.3
H 1.635 5.804 3.490 0.1 0.0 -0.1
H 0.709 4.431 2.775 0.2 0.4 -0.3
H 1.817 2.775 3.876 -0.1 0.0 0.6
H 2.603 3.890 5.091 -0.4 -0.1 0.2
H 4.682 4.855 4.425 -0.1 0.3 0.1
H 3.795 5.777 3.103 -0.3 0.1 0.6
H 5.074 4.773 2.689 0.1 -0.5 0.2
Cl 6.730 -4.173 1.483 0.0 0.0 -0.2
C 6.043 -3.948 -0.165 -0.4 0.2 0.4
C 7.125 -3.395 -1.071 -0.4 -0.4 0.2
Cl 6.497 -3.182 -2.736 -0.1 0.0 0.0
H 5.201 -3.268 -0.037 0.1 0.1 -0.1
H 5.626 -4.900 -0.481 0.3 -0.1 -0.2
H 7.935 -4.116 -1.125 0.2 0.3 0.0
H 7.445 -2.418 -0.724 0.2 -0.1 0.0
```
Forces are in eV/Å.

[2]
# C13H4Br2N5O3Tc

C13H4Br2N5O3Tc as an isolated structure (ωB97M-V with the def2-TZVPD basis set, OMol25).

Computed properties:
multiplicity	4
gap between HOMO and LUMO (alpha / beta)	6.5 / 5.8	eV
calculated total energy	-169411.7707	eV
net charge	+1
ΔE to the lowest compared entry with this formula, charge and spin	0.242	eV
E_LUMO (alpha / beta)	-5.7 / -6.4	eV
maximum force	2.28	eV/Å

XYZ file:
```
28
Properties=species:S:1:pos:R:3:forces:R:3
Tc -0.481 1.147 -0.182 0.0 -1.8 1.4
Br -3.659 -2.786 -0.461 0.1 -0.1 -0.1
C -1.789 -2.808 -0.481 -0.1 0.8 0.1
C -1.078 -4.018 -0.463 0.3 -0.2 0.0
C 0.294 -4.046 -0.462 -0.1 -0.2 0.0
Br 1.185 -5.704 -0.484 0.0 0.1 0.0
C 1.049 -2.844 -0.442 -0.1 0.1 0.0
C 2.450 -2.718 -0.439 -0.1 0.2 0.0
C 3.019 -1.461 -0.433 0.1 -0.1 0.0
C 2.214 -0.327 -0.387 0.0 0.1 0.1
N 0.888 -0.416 -0.369 0.2 0.2 -0.3
C 0.307 -1.651 -0.424 -0.5 0.0 -0.1
C -1.100 -1.607 -0.482 0.6 -1.2 0.1
O -1.630 -0.391 -0.525 0.0 1.7 0.0
H -1.628 -4.948 -0.446 0.0 0.0 0.0
H 3.071 -3.603 -0.442 0.0 0.0 0.0
H 4.092 -1.343 -0.452 0.0 0.0 0.0
H 2.642 0.668 -0.347 0.0 0.0 0.0
O -0.485 0.933 4.058 0.0 0.0 -0.2
C -0.406 1.022 2.907 0.0 -0.1 0.2
N -0.291 1.108 1.707 -0.1 0.2 -0.9
O -0.500 2.996 -0.323 -0.2 0.2 -1.3
N -0.798 3.963 0.550 -0.1 0.1 1.5
C -1.197 5.067 0.054 0.0 0.0 -0.6
C -1.598 6.101 0.960 0.0 0.1 0.2
N -1.971 6.919 1.673 0.1 0.0 -0.1
C -1.291 5.310 -1.361 0.1 -0.1 -0.2
N -1.310 5.437 -2.502 -0.1 0.0 0.1
```
Forces are in eV/Å.